No. 1
C35H43Cl3N3O3S3Sc as an isolated structure, computed with ωB97M-V/def2-TZVPD.

## Properties
* LUMO level: 0.013 Ha
* highest occupied orbital energy: -0.25625 hartree
* DFT total energy: -138383.9487 eV
* orbital gap: 7.3 eV

The geometry in ORCA input format:
```
! RIJCOSX wB97M-V def2-TZVPD def2/J DEFGRID3
* xyz 0 1
Sc 0.3301 0.2951 0.2187
C 1.7887 2.3726 0.1374
C 1.7061 1.9371 1.4827
C 2.3097 0.6511 1.5584
C 2.7536 0.3002 0.2647
C 2.4105 1.3500 -0.6184
C 2.7004 1.3665 -2.0878
C 3.5085 -0.9342 -0.1145
C 2.5187 -0.1463 2.8118
C 1.2089 2.7187 2.6627
C 1.4086 3.7212 -0.3933
H 2.0959 0.6421 -2.6410
H 3.7476 1.1233 -2.2833
H 2.5142 2.3538 -2.5085
H 3.2151 -1.2847 -1.1040
H 3.3251 -1.7476 0.5892
H 4.5864 -0.7459 -0.1266
H 1.8246 0.1599 3.5939
H 3.5361 -0.0229 3.1937
H 2.3532 -1.2128 2.6468
H 0.5539 2.1254 3.3034
H 0.6507 3.6038 2.3550
H 2.0422 3.0659 3.2803
H 0.9064 3.6486 -1.3602
H 2.2986 4.3430 -0.5284
H 0.7372 4.2543 0.2778
C -3.6647 -2.8751 0.7360
C -2.6466 -1.7604 0.8405
S -1.9036 -1.2321 -0.6682
C -2.3230 -1.1794 2.0171
C -2.9730 -1.6605 3.2913
S -1.1558 0.1030 2.3025
H -3.8484 -3.1267 -0.3085
H -4.6267 -2.5989 1.1718
H -3.3330 -3.7879 1.2400
H -3.9536 -2.1037 3.1272
H -3.0689 -0.8401 4.0001
H -2.3393 -2.4161 3.7638
Cl 2.2539 2.1539 -6.6276
C 0.8461 2.8096 -5.8540
C 0.9855 3.8038 -4.9033
C -0.1542 4.2958 -4.2902
C -1.4292 3.8340 -4.6035
C -2.6103 4.4105 -3.8604
C -3.3315 3.3635 -2.9908
N -2.5526 2.9864 -1.8237
C -2.6153 3.5436 -0.5640
C -1.6922 2.8881 0.1854
N -1.0646 1.9400 -0.5882
C -1.6005 2.0339 -1.7845
O -3.4728 5.0161 -4.8043
C -4.3593 6.0006 -4.2889
C -5.6647 5.4185 -3.8334
C -6.2654 5.6379 -2.6322
Cl -5.6735 6.6274 -1.3523
S -7.7274 4.7713 -2.4363
C -7.5647 4.0906 -3.9996
C -6.4361 4.5134 -4.6248
C -1.5238 2.8472 -5.5826
Cl -3.0621 2.2017 -6.0871
C -0.4019 2.3268 -6.2055
H 1.9645 4.1803 -4.6496
H -0.0557 5.0760 -3.5454
H -2.2137 5.1770 -3.1797
H -3.5488 2.4605 -3.5572
H -4.2801 3.7645 -2.6416
H -3.3277 4.3125 -0.3233
H -1.4791 2.9863 1.2357
H -1.3661 1.4044 -2.6286
H -4.5313 6.6929 -5.1148
H -3.8857 6.5629 -3.4777
H -8.3152 3.4144 -4.3730
H -6.1357 4.1918 -5.6109
H -0.5037 1.5577 -6.9568
O 0.2565 -2.1950 0.6130
C -0.1379 -2.0046 -0.7273
O 0.6347 -1.0358 -1.2550
C -0.1518 -3.3233 -1.4830
N -0.8741 -4.3116 -0.6713
C -0.2453 -5.6126 -0.8921
C 1.2315 -5.2475 -0.8903
C 1.2592 -3.9224 -1.6631
H -0.6230 -3.1408 -2.4542
H -1.8694 -4.3026 -0.8491
H -0.1892 -3.0174 0.8897
H -0.5259 -6.0501 -1.8611
H -0.5246 -6.3144 -0.1060
H 1.8583 -6.0167 -1.3396
H 1.5658 -5.0936 0.1373
H 1.4515 -4.0931 -2.7223
H 2.0236 -3.2384 -1.3022
*
```

Calculated atomic charges, method natural (NBO), unit e:
1. Sc 1.44
2. C -0.12
3. C -0.13
4. C -0.15
5. C -0.14
6. C -0.08
7. C -0.64
8. C -0.62
9. C -0.62
10. C -0.63
11. C -0.62
12. H 0.23
13. H 0.22
14. H 0.21
15. H 0.23
16. H 0.22
17. H 0.21
18. H 0.23
19. H 0.21
20. H 0.22
21. H 0.23
22. H 0.21
23. H 0.22
24. H 0.21
25. H 0.22
26. H 0.21
27. C -0.64
28. C -0.28
29. S 0.15
30. C -0.06
31. C -0.65
32. S -0.35
33. H 0.21
34. H 0.21
35. H 0.21
36. H 0.21
37. H 0.23
38. H 0.22
39. Cl 0.02
40. C -0.01
41. C -0.24
42. C -0.16
43. C -0.13
44. C 0.09
45. C -0.24
46. N -0.33
47. C -0.10
48. C -0.05
49. N -0.54
50. C 0.22
51. O -0.53
52. C -0.08
53. C -0.14
54. C -0.27
55. Cl 0.04
56. S 0.48
57. C -0.41
58. C -0.24
59. C 0.10
60. Cl 0.00
61. C -0.28
62. H 0.24
63. H 0.22
64. H 0.18
65. H 0.23
66. H 0.23
67. H 0.23
68. H 0.24
69. H 0.23
70. H 0.21
71. H 0.19
72. H 0.25
73. H 0.24
74. H 0.24
75. O -0.74
76. C 0.49
77. O -0.86
78. C -0.11
79. N -0.66
80. C -0.22
81. C -0.41
82. C -0.41
83. H 0.20
84. H 0.38
85. H 0.52
86. H 0.16
87. H 0.20
88. H 0.21
89. H 0.21
90. H 0.21
91. H 0.23

***

No. 2
C33H26F5MoN5OSSi as an isolated structure, computed with ωB97M-V/def2-TZVPD.

## Properties
* LUMO level (spin up / spin down): -0.235 / -0.240 Ha
* ⟨S²⟩: 2.010
* highest occupied orbital energy (spin up / spin down): -0.50358 / -0.48941 hartree
* DFT total energy: -78279.0168 eV
* orbital gap (spin up / spin down): 7.3 / 6.8 eV

The geometry in ORCA input format:
```
! RIJCOSX wB97M-V def2-TZVPD def2/J DEFGRID3
* xyz 2 3
Mo -0.0231 0.0756 0.2874
C -3.3876 0.5128 3.2416
C -2.2196 0.7160 2.3368
N -1.8987 -0.1006 1.3869
N -2.5589 -1.3157 1.2934
C -1.7661 -2.4148 1.3397
N -2.3561 -3.6015 1.4323
S -0.0841 -2.2579 1.2804
C -1.2272 1.7686 2.5131
C -1.3741 2.8591 3.3588
C -0.3183 3.7322 3.5332
C 0.8708 3.4831 2.8631
C 0.9513 2.3960 2.0201
N -0.0737 1.5448 1.8341
H -3.3263 -0.4736 3.7083
H -3.4093 1.2485 4.0384
H -4.3332 0.5783 2.6990
H -3.5406 -1.3531 1.5280
H -3.3496 -3.7112 1.5592
H -1.7858 -4.4319 1.4454
H -2.3101 3.0249 3.8721
H -0.4205 4.5887 4.1851
H 1.7330 4.1245 2.9763
H 1.8622 2.1822 1.4785
N -1.1168 -0.7395 -1.3268
C -1.2666 -1.2232 -2.3628
C -1.4461 -1.7828 -3.6527
C -2.0910 -3.0168 -3.7932
C -2.2377 -3.5507 -5.0570
C -1.7400 -2.8665 -6.1616
C -1.0924 -1.6447 -6.0157
C -0.9373 -1.0929 -4.7595
H -2.4680 -3.5381 -2.9236
H -2.7352 -4.5013 -5.1885
H -1.8561 -3.2953 -7.1481
H -0.7057 -1.1283 -6.8832
H -0.4244 -0.1502 -4.6201
F 4.8322 1.0887 -3.2931
C 4.0968 0.4737 -2.3664
C 2.6329 0.6754 -2.2582
F 1.7121 -0.0670 -2.9175
C 2.2290 1.9261 -1.5456
F 3.0594 3.0174 -1.6672
C 2.7003 0.7522 -0.7227
O 1.8485 0.0485 0.0913
C 4.1782 0.5706 -0.7579
F 4.9966 1.2971 0.0063
C 4.5858 -0.6035 -1.5157
F 4.2117 -1.8637 -1.4192
C -1.5251 2.4315 -5.7186
C -0.1466 2.5383 -5.5816
C 0.4285 2.5022 -4.3182
C -0.3738 2.3617 -3.1808
C -1.7582 2.2509 -3.3336
C -2.3307 2.2832 -4.5966
Si 0.4117 2.4908 -1.5268
C 0.1748 4.0863 -0.6200
C -1.1100 4.3208 -0.1140
C -1.4098 5.4981 0.5525
C -0.4220 6.4588 0.7315
C 0.8548 6.2427 0.2326
C 1.1546 5.0671 -0.4436
H -1.9735 2.4680 -6.7027
H 0.4796 2.6570 -6.4559
H 1.5058 2.5916 -4.2296
H -2.4006 2.1452 -2.4652
H -3.4040 2.2013 -4.7077
H -0.5001 1.6169 -0.5711
H -1.8943 3.5805 -0.2490
H -2.4118 5.6730 0.9236
H -0.6513 7.3825 1.2464
H 1.6200 6.9971 0.3586
H 2.1531 4.9253 -0.8306
*
```

Calculated atomic charges, method Löwdin, unit e:
1. Mo 1.28
2. C 0.02
3. C -0.22
4. N -0.12
5. N 0.01
6. C -0.81
7. N 0.14
8. S 0.75
9. C -0.20
10. C 0.02
11. C 0.00
12. C 0.00
13. C -0.09
14. N -0.05
15. H 0.11
16. H 0.09
17. H 0.11
18. H 0.16
19. H 0.13
20. H 0.12
21. H 0.12
22. H 0.13
23. H 0.13
24. H 0.12
25. N 0.06
26. C -0.05
27. C -0.20
28. C -0.01
29. C -0.04
30. C -0.02
31. C -0.03
32. C 0.00
33. H 0.12
34. H 0.12
35. H 0.12
36. H 0.12
37. H 0.10
38. F 0.15
39. C -0.18
40. C -0.23
41. F 0.11
42. C -0.28
43. F 0.05
44. C -0.30
45. O -0.28
46. C -0.19
47. F 0.14
48. C 0.01
49. F 0.15
50. C -0.06
51. C -0.06
52. C -0.08
53. C -0.29
54. C -0.10
55. C -0.07
56. Si 0.84
57. C -0.28
58. C -0.12
59. C -0.07
60. C -0.06
61. C -0.06
62. C -0.07
63. H 0.12
64. H 0.12
65. H 0.11
66. H 0.10
67. H 0.11
68. H -0.02
69. H 0.10
70. H 0.11
71. H 0.12
72. H 0.12
73. H 0.10

***

Q: Which formula does entry 2 have?
A: C33H26F5MoN5OSSi

***

Q: Which value of DFT total energy does entry 1 give?
A: -138383.9487 eV

***

Q: Among the records above, which one has the lowest DFT total energy?
A: C35H43Cl3N3O3S3Sc